Molecular formula: C39H33IN7S6SbSiTc
Method: DFT, wB97M-V/def2-TZVPD

Output
**Energy**: -141113.3289 eV
**Multiplicity**: 1
**Energy relative to the best compared isomer or geometry (same formula, charge and spin)**: 62.6 kcal per mole
**Net charge**: +3
**LUMO**: -8.723 eV

Cartesian coordinates (Å):
Tc 9.96 12.46 12.95
S 6.76 19.12 12.61
N 7.21 18.25 13.89
C 7.66 17.09 13.40
C 8.18 16.05 14.21
C 8.20 16.01 15.60
C 8.82 15.00 16.27
C 9.37 13.95 15.57
N 9.44 13.99 14.21
C 8.81 14.97 13.54
C 8.83 14.92 12.09
N 9.40 13.84 11.56
C 9.41 13.67 10.23
C 8.74 14.55 9.39
C 8.05 15.61 9.97
C 8.20 15.89 11.33
C 7.68 17.03 12.02
N 7.12 18.09 11.43
H 7.77 16.81 16.19
H 8.74 14.98 17.38
H 9.77 13.07 16.08
H 9.86 12.74 9.82
H 8.69 14.37 8.34
H 7.44 16.31 9.34
S 6.89 11.62 15.71
Sb 5.58 9.86 15.51
S 8.58 9.60 13.64
S 8.41 11.23 12.31
S 6.81 8.69 13.67
S 9.16 10.76 8.61
C 8.39 9.27 8.08
N 7.05 9.28 8.01
C 6.19 8.17 7.51
C 6.99 7.13 6.78
C 8.33 6.89 7.40
N 9.03 8.14 7.67
H 6.66 10.18 8.30
H 5.48 8.63 6.85
H 5.67 7.73 8.36
H 7.19 7.54 5.81
H 6.40 6.22 6.69
H 8.95 6.30 6.75
H 8.19 6.29 8.32
H 10.01 8.14 7.84
C 15.98 8.41 13.68
C 15.34 8.43 14.92
C 14.79 9.61 15.35
C 14.85 10.79 14.58
C 15.57 10.79 13.35
C 16.10 9.57 12.90
Si 14.17 12.23 15.34
C 14.49 13.87 14.70
C 13.48 14.85 14.75
C 13.81 16.07 14.25
C 15.08 16.39 13.77
C 16.06 15.43 13.69
C 15.74 14.14 14.13
C 13.04 11.93 16.73
C 12.12 10.93 16.49
C 11.12 10.72 17.44
C 11.10 11.46 18.61
C 12.00 12.47 18.79
C 12.90 12.79 17.81
H 16.32 7.48 13.27
H 15.23 7.51 15.46
H 14.31 9.65 16.30
H 15.61 11.62 12.66
H 16.60 9.54 11.95
H 12.53 14.72 15.28
H 13.07 16.85 14.26
H 15.32 17.42 13.51
H 17.08 15.63 13.32
H 16.48 13.36 14.17
H 12.14 10.27 15.65
H 10.44 9.88 17.28
H 10.42 11.23 19.41
H 12.04 12.97 19.73
H 13.62 13.63 17.98
I 11.69 9.69 11.85
C 12.51 11.52 11.53
C 13.70 11.72 10.82
C 14.13 13.00 10.59
C 13.39 14.10 11.06
C 12.22 13.80 11.77
N 11.78 12.54 11.96
H 14.16 10.88 10.35
H 15.03 13.18 10.06
H 13.63 15.11 10.86
H 11.65 14.62 12.17


Molecular formula: C3H2Br2Cl2
Method: DFT, wB97M-V/def2-TZVPD

Output
**Energy**: -168268.5573 eV
**Multiplicity**: 1
**Energy relative to the best compared isomer or geometry (same formula, charge and spin)**: 75.3 kcal per mole
**LUMO (spin up / spin down)**: -0.839 / -0.924 eV

Cartesian coordinates (Å):
C -0.52 -0.14 0.94
C -1.52 -0.01 0.14
C 1.39 0.22 -0.50
Cl -3.17 -0.08 0.63
Cl -1.45 0.07 -1.64
Br 2.41 -1.36 -0.54
Br 2.14 1.60 0.48
H -0.12 -0.54 1.84
H 0.84 0.25 -1.34


Molecular formula: C21H42F9N5O4PS2
Method: DFT, wB97M-V/def2-TZVPD

Output
**Energy**: -93510.1031 eV
**Multiplicity**: 1
**Structure (SMILES)**: CCOC(=O)CCC[C@]1(CCCCC(F)(F)C(F)(F)S(F)(F)(F)(F)F)[NH2+][C@H](CCN)CC[C@@]1(CC(N)(N)N)P(O)(O)=S
**Net charge**: +1
**LUMO**: -2.583 eV

Cartesian coordinates (Å):
C -1.15 -2.42 3.91
C -2.66 -2.34 4.10
O -3.23 -1.14 3.52
C -3.12 -1.06 2.18
O -2.92 -2.01 1.45
C -3.23 0.35 1.68
C -1.82 0.97 1.55
C -1.50 1.18 0.06
C -0.02 1.40 -0.32
C 0.48 0.00 -0.77
C 0.31 -1.11 0.28
C 1.02 -2.39 -0.23
C 0.15 -3.62 0.02
C 0.89 -4.94 0.22
F 2.22 -4.77 0.46
F 0.38 -5.52 1.35
C 0.67 -6.03 -0.86
F -0.65 -6.36 -0.88
F 1.36 -7.14 -0.49
S 1.17 -5.58 -2.63
F 1.96 -4.30 -2.13
F -0.15 -4.73 -2.80
F 0.41 -6.86 -3.16
F 2.50 -6.43 -2.52
F 1.56 -5.20 -4.11
N 0.87 1.75 0.84
C 0.81 3.16 1.38
C 0.59 3.13 2.89
C 1.88 2.65 3.63
N 2.69 3.71 4.20
C -0.21 4.04 0.68
C -0.44 3.81 -0.83
C 0.14 2.49 -1.43
C -0.73 2.27 -2.69
C -0.51 1.21 -3.80
N -0.68 1.90 -5.09
N 0.76 0.50 -3.87
N -1.65 0.27 -3.71
P 1.91 2.99 -1.80
O 2.86 1.77 -1.40
O 2.34 4.19 -0.83
S 2.16 3.54 -3.64
H -0.66 -2.55 4.86
H -0.91 -3.25 3.24
H -0.76 -1.51 3.47
H -3.17 -3.20 3.69
H -2.91 -2.29 5.15
H -3.73 0.38 0.72
H -3.81 0.93 2.38
H -1.87 1.94 2.03
H -1.10 0.35 2.07
H -1.84 0.29 -0.45
H -2.14 1.97 -0.29
H -0.15 -0.28 -1.60
H 1.53 0.02 -1.06
H -0.74 -1.36 0.38
H 0.77 -0.87 1.24
H 1.99 -2.45 0.25
H 1.17 -2.27 -1.30
H -0.58 -3.68 -0.78
H -0.43 -3.44 0.92
H 0.77 1.10 1.62
H 1.82 1.59 0.51
H 1.79 3.59 1.26
H -0.20 2.45 3.17
H 0.40 4.14 3.24
H 2.49 2.03 2.98
H 1.57 2.00 4.44
H 3.47 3.94 3.61
H 2.16 4.53 4.44
H -1.16 3.92 1.19
H 0.08 5.07 0.84
H -1.51 3.77 -1.00
H -0.11 4.66 -1.41
H -0.74 3.22 -3.19
H -1.75 2.15 -2.34
H -1.60 1.71 -5.46
H 0.03 1.59 -5.73
H 1.47 0.74 -3.20
H 0.66 -0.50 -3.88
H -1.89 0.04 -2.76
H -1.49 -0.56 -4.26
H 3.57 1.76 -2.07
H 2.11 4.99 -1.32